Here is a 7-piece molecular cluster, H14O7 overall in a non-equilibrium geometry from OMol25. Energies are from the ωB97M-V functional and the def2-TZVPD basis.

Computed properties:
Largest force on an atom: 0.050 Eh/bohr
Charge: 0
E: -14559.581 eV
HOMO: -10.81 eV
ΔE to the lowest compared entry with this formula, charge and spin: 181.4 kJ/mol
Structure (SMILES): O.O.O.O.O.O.O

Last column: natural (NBO) charge in e.
CARTESIAN COORDINATES (ANGSTROEM)
1 O -14.81029 -28.98979 1.36667  -0.96
2 H -14.22852 -28.24455 1.21278  0.45
3 H -15.54103 -28.75701 0.74858  0.48
4 O -16.33045 -28.43115 -2.88215  -1.03
5 H -16.68686 -28.28921 -1.97170  0.50
6 H -15.38347 -28.56524 -2.70190  0.50
7 O -18.21234 -26.26697 -3.42780  -0.95
8 H -17.60964 -27.01379 -3.49417  0.48
9 H -18.73960 -26.42048 -4.19900  0.45
10 O -12.74770 -29.03811 -4.02509  -0.93
11 H -12.22220 -28.25036 -4.19912  0.48
12 H -12.11079 -29.72645 -3.81055  0.49
13 O -16.03073 -27.12522 -5.29498  -0.95
14 H -16.83014 -26.74903 -5.55103  0.46
15 H -16.23246 -27.83165 -4.69746  0.49
16 O -16.60940 -27.79999 -0.24714  -0.94
17 H -16.05501 -27.03717 -0.02376  0.49
18 H -17.42962 -27.51991 0.13831  0.49
19 O -13.90367 -27.81590 -1.94351  -0.98
20 H -13.37622 -28.16696 -2.69420  0.49
21 H -14.35771 -27.01625 -2.38277  0.48

Here is C21H16F3FeN7O6S2 as an isolated structure in a non-equilibrium geometry from OMol25. Energies are from the ωB97M-V functional and the def2-TZVPD basis.

Computed properties:
Largest force on an atom: 0.027 Eh/bohr
Charge: 0
E: -108959.257 eV
HOMO (spin up / spin down): -7.54 / -7.55 eV
Expectation value of S²: 6.0084
ΔE to the lowest compared entry with this formula, charge and spin: 135.7 kJ/mol
2S+1: 5

Last column: Mulliken spin population.
CARTESIAN COORDINATES (ANGSTROEM)
1 Fe -0.78308 0.55441 1.05120  3.82
2 C 2.58282 1.88421 4.02950  0.00
3 C 1.31162 1.67791 3.25690  0.01
4 N 0.88392 0.52531 2.88580  0.02
5 N 1.52772 -0.61779 3.14510  0.00
6 C 0.85992 -1.80389 3.02230  0.00
7 N 1.57772 -2.91149 3.31340  0.00
8 S -0.74898 -1.85349 2.65330  0.02
9 C 0.41612 2.79371 2.93310  -0.01
10 C 0.76902 4.13761 3.06670  -0.01
11 C -0.15168 5.11901 2.74360  0.01
12 C -1.42148 4.73591 2.34040  -0.01
13 C -1.70688 3.38051 2.25620  0.00
14 N -0.81348 2.43741 2.51510  0.03
15 H 3.35752 1.19561 3.69520  0.00
16 H 2.40492 1.70541 5.09170  0.00
17 H 2.96022 2.89351 3.91330  0.00
18 H 2.45832 -0.61899 3.56100  0.00
19 H 2.58502 -2.88049 3.31150  0.00
20 H 1.13752 -3.79719 3.12590  0.00
21 H 1.74422 4.42851 3.41800  0.00
22 H 0.11932 6.16331 2.80960  0.00
23 H -2.17418 5.46781 2.10330  0.00
24 H -2.69058 3.02771 1.97200  0.00
25 F 0.53292 4.22221 -2.88780  0.00
26 C 0.86392 3.01031 -3.35690  0.00
27 F 1.74212 3.23681 -4.35450  0.00
28 F -0.23578 2.51761 -3.94400  0.00
29 C 1.43062 2.09861 -2.30680  0.00
30 C 2.64582 1.47291 -2.50280  0.00
31 C 3.12642 0.61391 -1.51990  0.00
32 C 2.37092 0.42831 -0.37680  0.01
33 N 1.21732 1.03441 -0.15940  0.02
34 C 0.70622 1.83621 -1.11860  0.02
35 S -0.84588 2.43801 -0.77820  0.04
36 H 3.20662 1.63161 -3.41230  0.00
37 H 4.06772 0.10611 -1.64740  0.00
38 H 2.70392 -0.24239 0.40440  0.00
39 O -2.48028 -0.63469 -0.04570  0.03
40 C -1.61538 -1.38719 -0.53720  -0.05
41 O -0.38828 -1.27029 -0.28860  0.02
42 C -1.99028 -2.49249 -1.48670  0.02
43 C -0.99028 -3.38499 -1.85450  0.01
44 C -1.24428 -4.35519 -2.81290  0.00
45 C -2.48818 -4.45319 -3.42090  0.00
46 C -3.48438 -3.57719 -3.01370  0.00
47 C -3.25328 -2.60109 -2.05020  0.00
48 N -4.78998 -3.65979 -3.64220  0.00
49 O -4.95888 -4.54079 -4.45590  0.00
50 O -5.61848 -2.84159 -3.31460  0.00
51 N -0.17928 -5.24709 -3.21930  0.00
52 O 0.89422 -5.12649 -2.66600  0.00
53 O -0.42448 -6.05299 -4.08990  0.00
54 H -0.01308 -3.30759 -1.40130  0.00
55 H -2.66568 -5.18549 -4.19590  0.00
56 H -4.04798 -1.93109 -1.75780  0.00

Here is a single C4H6O2 molecule in a non-equilibrium geometry from OMol25. Energies are from the ωB97M-V functional and the def2-TZVPD basis.

Computed properties:
Largest force on an atom: 0.045 Eh/bohr
Charge: 0
E: -8338.323 eV
HOMO: -10.03 eV
ΔE to the lowest compared entry with this formula, charge and spin: 206.3 kJ/mol
Structure (SMILES): CC(C=O)C=O

Last column: natural (NBO) charge in e.
CARTESIAN COORDINATES (ANGSTROEM)
1 C 0.78083 -1.03451 -0.04778  -0.65
2 C -0.17061 0.01563 -0.63359  -0.44
3 C -1.35538 -0.10835 0.24820  0.44
4 O -1.32209 0.64546 1.20453  -0.53
5 C 0.35412 1.35720 -0.04822  0.46
6 O 1.39486 1.40064 0.56389  -0.54
7 H 0.86684 -1.91856 -0.69909  0.22
8 H 1.62697 -0.31179 0.23493  0.29
9 H 0.43014 -1.37864 0.93310  0.22
10 H -0.27165 -0.02817 -1.73013  0.24
11 H -2.10824 -0.91096 0.18851  0.15
12 H -0.22579 2.27206 -0.21435  0.15

Here is a 8-piece molecular cluster, C14H44O8 overall in a non-equilibrium geometry from OMol25. Energies are from the ωB97M-V functional and the def2-TZVPD basis.

Computed properties:
Largest force on an atom: 0.024 Eh/bohr
Charge: 0
E: -31609.309 eV
HOMO: -9.69 eV
ΔE to the lowest compared entry with this formula, charge and spin: 160.9 kJ/mol
Structure (SMILES): CC(C)O.CC(C)O.CC(C)O.CO.CO.CO.CO.CO

Last column: natural (NBO) charge in e.
CARTESIAN COORDINATES (ANGSTROEM)
1 C 3.59176 2.15834 2.29758  -0.62
2 C 4.85938 2.99469 2.22964  0.09
3 C 4.79315 4.04181 1.15305  -0.63
4 O 5.03847 3.57647 3.52753  -0.73
5 H 3.37003 1.79991 1.28789  0.21
6 H 2.75125 2.79475 2.58008  0.21
7 H 3.70986 1.29315 2.94247  0.22
8 H 5.69891 2.31416 2.03156  0.15
9 H 5.68156 4.67857 1.16461  0.20
10 H 3.91014 4.67238 1.26148  0.22
11 H 4.74583 3.55921 0.17364  0.21
12 H 5.78396 4.18271 3.48869  0.46
13 C -4.12858 -1.47592 0.55439  -0.64
14 C -3.61213 -2.71393 1.25783  0.09
15 C -2.69905 -2.37549 2.41377  -0.62
16 O -4.69382 -3.48821 1.79270  -0.72
17 H -4.80632 -1.70097 -0.27417  0.20
18 H -3.30580 -0.89904 0.11933  0.21
19 H -4.64700 -0.81111 1.24729  0.22
20 H -3.03968 -3.32122 0.54578  0.15
21 H -2.41241 -3.29396 2.93283  0.22
22 H -3.16494 -1.70114 3.13052  0.21
23 H -1.77082 -1.94109 2.03716  0.21
24 H -5.19524 -3.84629 1.05567  0.46
25 C -0.39418 -3.48546 -1.51333  -0.63
26 C -1.22346 -3.31342 -2.74886  0.09
27 C -2.32446 -2.31250 -2.58187  -0.64
28 O -0.29584 -2.91671 -3.79477  -0.75
29 H 0.12253 -2.55633 -1.26997  0.22
30 H 0.35356 -4.26553 -1.65516  0.23
31 H -1.01298 -3.76409 -0.65806  0.21
32 H -1.63244 -4.27561 -3.07513  0.16
33 H -3.05917 -2.72900 -1.88366  0.21
34 H -2.87122 -2.03222 -3.48501  0.21
35 H -1.99930 -1.36650 -2.13571  0.22
36 H -0.79109 -2.80623 -4.61175  0.48
37 C -0.45199 0.15986 0.38535  -0.26
38 O 0.53667 1.07533 0.81276  -0.74
39 H -1.37419 0.24428 0.97465  0.15
40 H -0.72140 0.37403 -0.64984  0.19
41 H -0.09645 -0.87435 0.43798  0.16
42 H 0.98950 0.64723 1.54573  0.49
43 C -3.89222 1.48633 -2.34351  -0.25
44 O -2.58553 1.96352 -2.02869  -0.73
45 H -4.59113 2.32541 -2.33659  0.17
46 H -3.88839 0.97618 -3.30909  0.16
47 H -4.17529 0.78412 -1.56387  0.18
48 H -2.30243 2.55766 -2.72935  0.47
49 C 1.77684 -0.60442 -2.44912  -0.25
50 O 2.17994 -1.48021 -3.49000  -0.75
51 H 2.03745 -1.03035 -1.47416  0.16
52 H 2.24456 0.36507 -2.60012  0.18
53 H 0.68858 -0.46807 -2.45373  0.16
54 H 1.43510 -2.07074 -3.66299  0.49
55 C 0.80180 -0.48901 3.80373  -0.26
56 O 1.76247 -0.76473 2.77914  -0.74
57 H 1.26456 0.01434 4.65809  0.17
58 H 0.05253 0.18406 3.39237  0.19
59 H 0.31589 -1.40055 4.15725  0.17
60 H 2.34202 -1.44954 3.12268  0.48
61 C 1.49187 3.65615 -0.83806  -0.24
62 O 2.06760 4.67358 -1.64689  -0.73
63 H 2.17153 3.33268 -0.04534  0.16
64 H 0.60423 4.07886 -0.37783  0.18
65 H 1.22383 2.77038 -1.41918  0.17
66 H 2.76158 4.28872 -2.18942  0.46

> Which of these has the highest largest force on an atom?

H14O7